1.
This record from the Open Molecules 2025 dataset describes a 2-piece molecular cluster, C12H16N2O overall. The level of theory is ωB97M-V/def2-TZVPD.

Last column: natural (NBO) charge in e.
CARTESIAN COORDINATES (ANGSTROEM)
C (0.851, 0.475, 0.574)  -0.1370
H (-0.058, -0.100, 0.468)  0.2223
N (-1.828, -3.425, -0.979)  -0.5207
N (-2.097, -1.500, 0.041)  -0.4779
C (-2.337, 1.249, -1.067)  -0.5944
C (3.176, 0.606, -0.084)  0.2996
C (1.854, 0.249, -0.355)  -0.3125
H (-0.129, 2.742, 2.623)  0.2173
H (-1.403, -2.660, -2.951)  0.2139
C (3.504, 1.214, 1.118)  -0.2714
H (-0.609, 0.392, -1.816)  0.2106
H (-0.922, 1.282, 2.304)  0.2196
H (1.662, -0.206, -1.320)  0.1990
H (-2.346, -3.325, 1.081)  0.1946
H (-2.066, 1.187, -0.009)  0.2182
H (2.717, 1.944, 2.948)  0.2077
H (-1.706, -4.417, -1.066)  0.4165
H (-1.944, 0.219, -2.887)  0.2139
H (-2.036, 2.176, -1.558)  0.2065
C (-1.656, 0.104, -1.847)  -0.4317
H (4.523, 1.530, 1.307)  0.2241
C (2.467, 1.503, 1.997)  -0.1817
C (0.055, 1.664, 2.630)  -0.6408
H (3.834, -0.326, -1.632)  0.4738
C (-1.786, -1.263, -1.283)  0.0849
O (4.218, 0.113, -0.851)  -0.6742
H (0.042, 1.407, 3.691)  0.2185
C (-2.082, -2.790, 0.187)  0.1731
H (-3.426, 1.186, -1.058)  0.2032
C (1.140, 1.220, 1.713)  -0.0684
C (-1.614, -2.448, -1.919)  -0.1065

Properties
**M**: 204.3 g mol⁻¹
**Charge**: 0
**Energy**: -17730.918 eV
**SMILES**: CCc1c[nH]cn1.Cc1ccc(O)cc1

=====

2.
This record from the Open Molecules 2025 dataset describes C21H52AsBaF6N3O12P2 as an isolated structure. The level of theory is ωB97M-V/def2-TZVPD.

Last column: Löwdin charge in e.
CARTESIAN COORDINATES (ANGSTROEM)
H (24.070, -7.598, -0.616)  0.1460
H (18.522, -4.561, -5.025)  0.0477
O (17.737, -5.105, -2.579)  -0.1715
O (19.185, -4.805, -0.579)  -0.1533
O (23.487, -8.490, -5.720)  -0.1419
H (19.665, -6.797, 1.079)  0.0643
C (25.684, -6.603, -3.400)  -0.0120
P (19.256, -4.777, -2.187)  0.4812
O (23.106, -6.696, -2.208)  -0.1489
As (20.988, -9.824, -0.527)  0.8653
O (19.831, -6.811, -6.346)  -0.3652
H (22.041, -3.790, -1.751)  0.0551
C (18.894, -12.527, -3.761)  -0.0433
H (17.218, -3.770, -5.826)  0.0865
H (20.808, -11.507, -5.511)  0.0914
H (23.358, -6.680, -9.914)  0.0790
H (22.752, -5.193, -9.113)  0.0642
H (25.445, -3.557, -7.999)  0.0991
H (20.034, -10.189, -5.978)  0.0584
H (16.770, -8.704, -10.974)  0.0741
F (21.531, -8.448, 0.367)  -0.2419
F (22.708, -10.288, -0.499)  -0.2816
C (18.984, -4.021, -7.107)  -0.2669
C (15.778, -6.543, -2.272)  -0.0612
C (21.683, -2.764, -1.832)  -0.0562
C (23.421, -5.486, -6.326)  -0.3185
H (20.865, -5.913, 2.105)  0.0910
H (24.858, -6.284, -4.035)  0.0478
H (22.591, -2.175, -1.956)  0.0786
H (20.581, -1.672, -3.427)  0.1204
H (22.486, -3.091, -5.734)  0.0665
H (20.063, -4.051, -6.957)  0.1001
H (19.155, -11.621, -6.410)  0.1043
O (22.349, -5.458, -5.687)  -0.2211
H (21.723, -7.408, -8.241)  0.0945
C (18.011, -7.333, -9.822)  -0.2743
H (26.782, -8.681, -1.840)  0.0903
H (21.090, -5.476, -0.391)  0.0989
H (22.232, -5.615, -10.735)  0.0845
C (17.288, -6.491, -2.494)  -0.2458
C (20.661, -2.670, -2.997)  -0.2450
F (21.186, -8.874, -2.069)  -0.4356
N (24.110, -4.323, -6.570)  -0.1462
H (17.658, -7.049, -1.634)  0.1142
C (19.772, -11.186, -5.624)  -0.0317
H (25.744, -5.260, -7.584)  0.0915
C (23.474, -2.996, -6.186)  0.0145
H (18.541, -12.463, -2.731)  0.0909
C (21.395, -6.913, -9.155)  -0.2752
H (15.588, -5.993, -1.350)  0.0833
H (23.841, -9.394, -5.826)  0.0654
C (18.765, -10.068, -3.708)  -0.3164
O (20.361, -6.027, -8.779)  -0.2172
H (21.066, -3.268, -3.814)  0.0839
H (17.846, -9.577, -10.004)  0.0775
C (20.354, -4.972, 0.237)  -0.2747
H (27.214, -7.156, -1.101)  0.0899
N (25.335, -7.084, -2.019)  -0.1384
O (19.385, -3.199, -2.598)  -0.1748
O (18.282, -7.633, -8.452)  -0.1603
O (19.140, -8.965, -4.132)  -0.1716
H (24.154, -2.484, -5.505)  0.0925
H (19.115, -5.408, 1.898)  0.0845
H (18.064, -10.196, -2.869)  0.1552
H (23.961, -6.371, -6.697)  0.1243
C (25.398, -4.300, -7.202)  -0.0616
H (19.851, -13.047, -3.729)  0.0906
C (17.786, -8.655, -10.582)  -0.0529
H (26.087, -8.220, -0.310)  0.0964
H (20.715, -4.057, 0.706)  0.1126
Ba (21.569, -7.523, -4.312)  2.0613
H (26.027, -7.425, -4.028)  0.0855
O (18.349, -5.148, -7.644)  -0.1675
C (24.075, -7.093, -1.594)  -0.3376
P (19.222, -6.518, -7.666)  0.5832
C (22.496, -6.030, -9.762)  -0.0485
H (15.269, -6.020, -3.081)  0.0755
H (23.357, -2.279, -6.998)  0.0919
H (26.189, -4.102, -6.478)  0.0916
F (20.625, -11.304, -1.512)  -0.2769
O (20.225, -5.682, -2.842)  -0.3771
H (26.377, -5.762, -3.370)  0.0956
F (20.721, -10.704, 0.967)  -0.2512
C (20.009, -5.826, 1.436)  -0.0643
H (18.802, -3.162, -7.753)  0.1224
C (18.302, -3.748, -5.716)  -0.0357
H (17.151, -6.669, -9.901)  0.1197
H (15.399, -7.565, -2.237)  0.0828
H (21.227, -2.526, -0.871)  0.0746
H (18.212, -13.177, -4.309)  0.0893
N (19.024, -11.195, -4.363)  -0.1553
H (18.658, -2.801, -5.310)  0.0752
C (26.379, -7.833, -1.286)  -0.0291
H (18.708, -6.673, -10.338)  0.1099
H (18.437, -8.765, -11.449)  0.0724
H (21.088, -7.706, -9.836)  0.1223
H (17.564, -7.055, -3.384)  0.1010
F (19.277, -9.349, -0.477)  -0.2624

Properties
**⟨S²⟩**: 0.753
**M**: 926.8 g mol⁻¹
**Charge**: +1
**Multiplicity**: 2
**Energy**: -148079.982 eV

=====

3.
This record from the Open Molecules 2025 dataset describes a 2-piece molecular cluster, C2H5N overall. The level of theory is ωB97M-V/def2-TZVPD.

Last column: natural (NBO) charge in e.
CARTESIAN COORDINATES (ANGSTROEM)
H (-0.343, 0.952, -1.395)  0.2112
H (0.910, -0.106, 1.243)  0.1704
H (-0.765, 1.688, 0.949)  0.0666
C (0.207, -0.132, 0.375)  0.0516
N (-0.441, -1.215, 0.158)  -0.6489
H (1.258, 1.545, -0.574)  0.2219
C (0.322, 1.024, -0.488)  -0.3909
H (-1.204, -1.024, -0.487)  0.3181

Properties
**M**: 43.1 g mol⁻¹
**Charge**: 0
**Energy**: -3640.885 eV